[1]
Formula: C16H30N5O7P3
Source: the OMol25 dataset
Level of theory: ωB97M-V with the def2-TZVPD basis set

The geometry in XYZ format:
```
61
Properties=species:S:1:pos:R:3:nbo_charge:R:1
N -2.310 0.675 2.280 -0.68
C -1.585 0.976 3.282 0.14
C -0.114 0.817 3.155 -0.86
P 0.489 1.199 1.239 0.87
C 2.231 1.045 1.828 -0.74
C 2.651 -0.400 2.199 -0.40
C 3.952 -0.839 1.504 -0.40
C 3.931 -2.301 1.063 -0.22
N 5.114 -2.583 0.234 -0.69
C 4.936 -2.230 -1.144 0.56
N 3.891 -2.564 -1.766 -0.67
N 6.042 -1.522 -1.643 -0.84
C 1.050 1.642 -0.553 -0.80
C 0.249 1.632 -1.876 0.09
O 0.685 0.554 -2.706 -0.75
C -1.285 1.638 -1.827 -0.30
N -1.852 2.258 -0.622 -0.91
P -0.515 -0.706 0.537 1.23
O 0.515 -1.434 -0.268 -1.13
P -0.287 3.308 1.662 1.24
O 0.297 3.814 2.949 -1.14
H -3.309 0.794 2.439 0.36
H -2.006 1.356 4.223 0.15
H 0.135 -0.228 3.381 0.23
H 0.417 1.439 3.881 0.23
H 2.896 1.432 1.057 0.22
H 2.321 1.714 2.687 0.24
H 2.784 -0.456 3.284 0.20
H 1.869 -1.122 1.948 0.22
H 4.806 -0.704 2.177 0.19
H 4.118 -0.217 0.617 0.19
H 2.999 -2.515 0.527 0.24
H 3.980 -2.953 1.941 0.18
H 5.380 -3.558 0.295 0.38
H 3.834 -2.167 -2.702 0.34
H 6.282 -0.724 -1.068 0.38
H 5.903 -1.243 -2.608 0.36
H 1.900 0.985 -0.760 0.24
H 1.477 2.647 -0.414 0.19
H 0.580 2.529 -2.415 0.15
H 0.117 -0.209 -2.515 0.49
H -1.637 2.202 -2.695 0.19
H -1.691 0.626 -1.968 0.28
H -2.840 2.391 -0.841 0.42
H -1.897 1.537 0.098 0.36
H -1.723 -0.376 -0.105 0.06
H -0.867 -1.366 1.731 -0.09
H -1.687 3.314 1.630 -0.05
H 0.072 4.058 0.530 -0.07
C -4.366 -2.336 -1.693 -0.55
C -5.763 -2.539 -1.903 0.45
C -6.637 -1.288 -2.269 0.41
O -7.838 -1.484 -2.513 -0.68
C -6.009 -0.024 -2.275 -0.56
C -4.639 0.169 -2.043 0.42
C -3.759 -1.096 -1.793 0.42
O -2.522 -0.862 -1.651 -0.78
O -4.067 1.281 -2.001 -0.75
O -6.316 -3.638 -1.815 -0.65
H -3.742 -3.194 -1.463 0.19
H -6.639 0.841 -2.467 0.18
```

## Properties
**Lowest unoccupied orbital energy**: 0.148 hartree
**Net charge**: -2
**Orbital gap**: 0.1791 hartree
**Molar mass**: 497.37 g mol⁻¹
**F_max**: 1.08 eV Å⁻¹

---

[2]
Formula: C16H30O4
Source: the OMol25 dataset
Level of theory: ωB97M-V with the def2-TZVPD basis set

The geometry in XYZ format:
```
50
Properties=species:S:1:pos:R:3:nbo_charge:R:1
C 6.394 -0.857 -1.284 -0.61
C 5.060 -1.160 -0.613 -0.40
C 5.030 -0.763 0.863 -0.42
C 4.967 0.749 1.074 -0.08
O 3.787 1.310 0.497 -0.52
C 2.660 1.226 1.210 0.81
O 2.592 0.754 2.314 -0.60
C 1.489 1.773 0.428 -0.50
C 0.831 0.619 -0.339 -0.38
C -0.314 1.080 -1.239 -0.39
C -1.506 1.636 -0.463 -0.40
C -2.707 1.880 -1.376 -0.38
C -3.923 2.377 -0.591 -0.50
C -4.372 1.359 0.436 0.80
O -4.505 1.581 1.611 -0.60
O -4.621 0.177 -0.135 -0.52
C -4.994 -0.898 0.727 -0.08
C -3.772 -1.546 1.377 -0.43
C -2.793 -2.136 0.361 -0.40
C -3.313 -3.409 -0.296 -0.61
H 6.385 -1.204 -2.314 0.21
H 7.206 -1.358 -0.761 0.20
H 6.596 0.211 -1.291 0.20
H 4.260 -0.633 -1.139 0.20
H 4.860 -2.231 -0.690 0.20
H 4.154 -1.205 1.342 0.22
H 5.919 -1.143 1.369 0.21
H 5.797 1.257 0.583 0.19
H 4.976 0.973 2.146 0.21
H 1.844 2.530 -0.271 0.22
H 0.779 2.210 1.129 0.23
H 1.590 0.133 -0.957 0.21
H 0.460 -0.116 0.377 0.21
H -0.648 0.223 -1.829 0.20
H 0.052 1.837 -1.937 0.20
H -1.232 2.575 0.021 0.20
H -1.785 0.929 0.321 0.20
H -2.445 2.620 -2.134 0.21
H -2.973 0.953 -1.888 0.21
H -4.755 2.553 -1.276 0.23
H -3.694 3.305 -0.066 0.23
H -5.529 -1.603 0.090 0.19
H -5.665 -0.515 1.503 0.21
H -4.120 -2.327 2.056 0.21
H -3.265 -0.785 1.974 0.22
H -1.855 -2.360 0.873 0.20
H -2.583 -1.391 -0.408 0.20
H -2.561 -3.821 -0.965 0.21
H -3.548 -4.158 0.457 0.20
H -4.210 -3.212 -0.878 0.20
```

## Properties
**SMILES**: CCCCOC(=O)CCCCCCC(=O)OCCCC
**Lowest unoccupied orbital energy**: 0.032 hartree
**Orbital gap**: 0.4069 hartree
**Molar mass**: 286.41 g mol⁻¹
**F_max**: 0.70 eV Å⁻¹
**Energy relative to the best compared isomer or geometry (same formula, charge and spin)**: 2.3 kcal per mole

---

[3]
Formula: C16H31AlGeNO2S3Si3
Source: the OMol25 dataset
Level of theory: ωB97M-V with the def2-TZVPD basis set

The geometry in XYZ format:
```
58
Properties=species:S:1:pos:R:3:nbo_charge:R:1
Al 0.503 -0.306 -0.068 1.50
S -1.181 3.614 -0.034 0.01
C -0.540 2.120 -0.040 -0.53
S -0.139 1.229 1.437 -0.22
S -0.239 1.219 -1.531 -0.20
O 4.320 -1.191 -0.268 -0.57
C 3.123 -1.267 -0.150 0.76
O 2.268 -0.295 -0.146 -0.87
C 2.415 -2.582 0.029 0.12
C 3.098 -3.780 0.108 -0.21
C 2.362 -4.940 0.284 -0.13
C 0.980 -4.848 0.362 -0.25
C 0.387 -3.603 0.261 0.08
N 1.083 -2.480 0.104 -0.53
H 4.175 -3.769 0.032 0.26
H 2.855 -5.900 0.355 0.23
H 0.365 -5.727 0.494 0.23
H -0.688 -3.500 0.297 0.22
C -2.932 -1.020 3.259 -1.14
Si -2.084 -2.308 2.205 1.38
C -0.459 -2.681 3.067 -1.13
C -3.132 -3.865 2.086 -1.13
Ge -1.972 -1.424 -0.040 -0.43
Si -3.935 -0.029 -0.176 1.38
C -5.375 -1.161 0.270 -1.12
C -3.970 1.417 0.994 -1.13
C -4.206 0.619 -1.911 -1.13
Si -1.995 -2.575 -2.171 1.38
C -0.749 -3.933 -2.507 -1.12
C -3.714 -3.321 -2.285 -1.13
C -1.709 -1.305 -3.510 -1.13
H -2.889 -1.336 4.304 0.24
H -3.979 -0.876 2.991 0.24
H -2.427 -0.057 3.174 0.26
H -0.653 -2.646 4.143 0.25
H 0.309 -1.935 2.852 0.24
H -0.048 -3.660 2.834 0.24
H -3.242 -4.328 3.070 0.24
H -2.688 -4.605 1.416 0.23
H -4.130 -3.633 1.706 0.25
H -5.340 -1.468 1.315 0.23
H -5.410 -2.065 -0.341 0.23
H -6.314 -0.620 0.119 0.24
H -3.950 1.118 2.043 0.24
H -4.906 1.954 0.810 0.24
H -3.151 2.113 0.827 0.26
H -4.460 -0.171 -2.620 0.23
H -3.329 1.152 -2.279 0.25
H -5.041 1.324 -1.882 0.24
H -0.912 -4.839 -1.923 0.23
H 0.279 -3.608 -2.360 0.24
H -0.864 -4.191 -3.565 0.25
H -3.957 -3.911 -1.399 0.24
H -3.778 -3.978 -3.156 0.24
H -4.475 -2.547 -2.391 0.24
H -0.710 -0.870 -3.422 0.24
H -2.423 -0.485 -3.499 0.26
H -1.764 -1.806 -4.481 0.24
```

## Properties
**Lowest unoccupied orbital energy (spin up / spin down)**: -0.026 / -0.079 hartree
**Orbital gap (spin up / spin down)**: 0.2525 / 0.2165 hartree
**Spin multiplicity**: 2
**Expectation value of S²**: 0.757
**Molar mass**: 549.48 g mol⁻¹
**F_max**: 0.96 eV Å⁻¹
**Energy relative to the best compared isomer or geometry (same formula, charge and spin)**: 23.4 kcal per mole

---

[4]
Formula: C16H31BBeClCsF3KN5O19PS
Source: the OMol25 dataset
Level of theory: ωB97M-V with the def2-TZVPD basis set

The geometry in XYZ format:
```
81
Properties=species:S:1:pos:R:3:lowdin_charge:R:1
C 0.675 -2.606 -2.276 -0.09
C 0.796 -1.921 -3.661 -0.46
P -0.461 -0.570 -3.950 1.03
C 0.514 0.810 -4.822 -0.28
C -1.078 0.121 -2.349 -0.44
N -2.372 -0.068 -2.054 0.19
C -2.478 0.558 -0.887 -0.38
N -3.541 0.757 -0.077 0.17
N -1.330 1.099 -0.490 0.20
N -0.473 0.814 -1.417 -0.03
C 0.932 1.242 -1.446 -0.02
C 0.960 2.685 -0.854 -0.34
O 0.033 3.529 -1.497 -0.01
C 2.356 3.338 -0.973 -0.21
N 3.439 2.367 -1.005 0.03
H 0.563 -3.680 -2.433 0.08
H 1.606 -2.489 -1.745 0.07
H -0.140 -2.202 -1.681 0.07
H 1.842 -1.573 -3.864 -0.06
H 0.607 -2.695 -4.426 0.03
H 0.068 1.770 -4.576 0.05
H 1.562 0.731 -4.437 -0.01
H 0.462 0.580 -5.889 0.03
H -4.141 1.527 -0.261 0.11
H -3.747 0.195 0.719 0.06
H -1.206 1.645 0.381 0.09
H 1.598 0.569 -0.907 0.14
H 1.230 1.332 -2.490 0.10
H 0.695 2.655 0.205 0.14
H 0.361 3.732 -2.366 0.08
H 2.450 4.028 -0.119 0.13
H 2.362 3.983 -1.867 0.11
H 4.290 2.868 -0.815 0.07
H 3.255 1.707 -0.256 0.01
O -0.542 0.595 3.731 -0.29
Cl -0.796 0.616 2.328 0.69
O 0.442 0.469 1.597 -0.34
O -1.410 1.890 1.953 -0.35
O -1.688 -0.467 1.973 -0.35
O 5.326 -0.374 2.539 -0.65
S 4.843 0.423 1.391 0.02
O 5.777 1.522 1.124 -0.39
O 3.508 0.972 1.702 -0.44
O 4.743 -0.452 0.192 -0.78
C -7.605 1.529 4.089 -0.04
O -6.341 0.957 3.757 0.02
C -6.413 -0.064 2.916 -0.64
O -7.412 -0.513 2.441 0.13
O -5.180 -0.499 2.692 0.01
C -5.107 -1.606 1.797 -0.05
H -7.418 2.348 4.778 0.09
H -8.094 1.924 3.201 0.10
H -8.241 0.796 4.583 0.10
H -5.499 -1.335 0.817 0.10
H -5.644 -2.463 2.199 0.10
H -4.058 -1.872 1.690 0.09
Cs 3.844 -2.174 1.600 1.29
K 3.181 -1.179 -5.233 0.97
B 1.798 -4.924 -6.312 -1.22
O 1.457 -5.038 -7.643 0.22
C 1.557 -6.319 -8.023 -0.32
O 1.319 -6.741 -9.092 0.26
C 2.026 -7.103 -6.801 -0.36
O 2.230 -8.259 -6.738 0.23
O 2.163 -6.229 -5.777 0.26
F 0.683 -4.350 -5.616 0.20
F 2.788 -4.016 -6.278 0.23
Be 0.667 -3.414 -7.156 0.63
C -0.009 1.361 7.097 -0.03
O 0.468 2.596 7.643 0.01
C 1.787 2.684 7.710 -0.65
O 2.563 1.849 7.369 0.15
O 2.096 3.870 8.227 0.00
C 3.497 4.099 8.356 -0.05
H -1.094 1.407 7.093 0.09
H 0.337 1.231 6.076 0.08
H 0.302 0.522 7.718 0.10
H 3.982 4.073 7.382 0.10
H 3.946 3.368 9.025 0.10
H 3.626 5.089 8.784 0.09
F -0.097 -3.632 -8.312 -0.17
```

## Properties
**Lowest unoccupied orbital energy**: -0.165 hartree
**Orbital gap**: 0.0753 hartree
**Molar mass**: 944.75 g mol⁻¹
**F_max**: 5.21 eV Å⁻¹